No. 1
The following is a quantum chemistry calculation of a structure of composition C6H2InNO7 in a non-equilibrium geometry, from OMol25.

As for the lowest unoccupied orbital energy (alpha / beta): -8.303 / -8.296 eV. The energy relative to the best compared isomer or geometry (same formula, charge and spin) is 0.022 eV. The spin multiplicity is 2. The gap between HOMO and LUMO (alpha / beta) is 4.779 / 4.807 eV. The HOMO energy (alpha / beta) comes out at -13.08 / -13.10 eV. As for the charge: +1.

Each line ends with the natural charge from an NBO analysis.
Element x y z (Å)
1 In 14.022 -12.730 27.584  0.971
2 N 16.572 -12.103 30.539  0.711
3 O 15.627 -11.792 29.827  -0.332
4 O 16.689 -11.575 31.636  -0.167
5 O 17.338 -12.866 30.089  -0.208
6 C 9.673 -12.971 24.940  -0.115
7 C 8.395 -12.694 25.245  0.317
8 C 8.057 -11.758 26.427  0.306
9 O 6.894 -11.356 26.731  -0.342
10 C 8.989 -11.391 27.340  -0.024
11 C 10.377 -11.766 27.094  0.374
12 C 10.789 -12.569 25.688  0.425
13 O 11.965 -12.604 25.457  -0.535
14 O 11.256 -11.717 27.963  -0.551
15 O 7.557 -13.249 24.431  -0.368
16 H 9.995 -13.487 24.047  0.264
17 H 8.691 -10.770 28.172  0.273



No. 2
The following is a quantum chemistry calculation of the ion C6H2NO2S2 with charge -1 in a non-equilibrium geometry, from OMol25.

As for the lowest unoccupied orbital energy (alpha / beta): 3.103 / 3.103 eV. The energy relative to the best compared isomer or geometry (same formula, charge and spin) is 3.930 eV. The gap between HOMO and LUMO (alpha / beta) is 7.118 / 7.119 eV. The HOMO energy (alpha / beta) comes out at -4.01 / -4.02 eV. As for the charge: -1.

Each line ends with the natural charge from an NBO analysis.
Element x y z (Å)
1 C -0.261 -0.299 0.448  -0.239
2 C -0.121 1.058 0.603  -0.430
3 C -1.554 -0.620 -0.013  -0.056
4 C -2.305 0.466 -0.174  -0.187
5 C -4.170 -0.251 -0.640  -0.311
6 C -5.020 0.832 0.084  0.729
7 N -2.099 -1.869 -0.017  -0.726
8 O -5.167 0.472 1.225  -0.671
9 O -5.226 1.819 -0.551  -0.696
10 S -1.436 1.970 0.049  0.412
11 S -3.679 -1.870 -0.479  0.748
12 H 0.503 -1.111 0.741  0.218
13 H 0.610 1.644 1.028  0.209